Computed, not measured: a 9-piece molecular cluster, C27H54O9 overall in a non-equilibrium geometry, with wB97M-V/def2-TZVPD.

ORCA input file:
```
! RIJCOSX wB97M-V def2-TZVPD def2/J DEFGRID3
* xyz 0 1
C -2.069 -4.329 -4.478
C -1.896 -2.816 -4.538
C -3.082 -1.963 -3.995
O -0.868 -2.289 -5.043
H -2.290 -4.651 -3.460
H -1.267 -4.810 -5.038
H -2.970 -4.565 -5.045
H -2.754 -1.039 -3.520
H -3.625 -2.515 -3.227
H -3.812 -1.684 -4.755
C 7.346 -2.149 -3.803
C 6.613 -1.182 -2.898
C 5.158 -0.911 -3.316
O 7.156 -0.608 -1.935
H 6.960 -3.145 -3.585
H 8.423 -2.135 -3.638
H 7.300 -1.846 -4.849
H 5.191 -0.243 -4.177
H 4.612 -0.273 -2.621
H 4.530 -1.766 -3.564
C -7.275 1.039 0.732
C -8.790 1.051 0.798
C -9.405 1.599 2.087
O -9.507 0.803 -0.154
H -6.798 0.529 1.569
H -6.937 2.075 0.744
H -6.981 0.569 -0.207
H -8.811 2.460 2.394
H -9.444 0.807 2.836
H -10.451 1.886 1.983
C 7.198 4.429 0.498
C 5.859 5.097 1.000
C 4.542 4.912 0.261
O 5.897 5.874 1.923
H 7.124 4.440 -0.589
H 7.296 3.387 0.804
H 8.006 5.096 0.798
H 4.010 4.060 0.681
H 4.680 4.662 -0.791
H 3.945 5.824 0.239
C 4.274 -3.420 4.794
C 5.106 -4.449 5.468
C 6.390 -4.675 4.862
O 4.724 -5.152 6.418
H 3.282 -3.342 5.240
H 4.009 -3.678 3.768
H 4.912 -2.541 4.704
H 6.869 -3.699 4.779
H 6.275 -5.085 3.859
H 7.070 -5.238 5.501
C -1.737 1.256 0.503
C -0.407 0.574 0.226
C -0.221 -0.874 0.545
O 0.547 1.155 -0.257
H -2.586 0.756 0.036
H -1.637 2.250 0.067
H -1.818 1.404 1.579
H 0.014 -1.487 -0.325
H -1.180 -1.105 1.008
H 0.614 -1.021 1.231
C -4.576 2.942 -3.831
C -4.936 4.424 -3.851
C -3.903 5.324 -3.384
O -6.028 4.783 -4.191
H -5.277 2.544 -3.098
H -3.559 2.787 -3.470
H -4.624 2.386 -4.768
H -4.120 6.380 -3.543
H -2.950 5.174 -3.890
H -3.786 5.004 -2.349
C 4.965 -6.042 -0.807
C 3.905 -5.911 -1.903
C 2.485 -6.134 -1.559
O 4.346 -5.495 -2.993
H 5.992 -6.173 -1.147
H 4.859 -6.923 -0.173
H 4.956 -5.137 -0.201
H 2.019 -5.305 -1.027
H 2.344 -7.103 -1.081
H 1.922 -6.217 -2.489
C -4.370 3.123 5.642
C -4.980 4.360 4.977
C -6.048 5.046 5.783
O -4.629 4.897 3.933
H -4.522 2.270 4.980
H -4.645 2.813 6.650
H -3.298 3.316 5.611
H -6.724 5.648 5.176
H -5.533 5.633 6.544
H -6.592 4.277 6.331
*
```

Calculated values
strongest force on any atom = 4.16 eV/A
SMILES = CC(C)=O.CC(C)=O.CC(C)=O.CC(C)=O.CC(C)=O.CC(C)=O.CC(C)=O.CC(C)=O.CC(C)=O
calculated total energy = -47299.04472 eV
frontier orbital gap = 9.245 eV

These are the Löwdin partial charges, in e, on atoms 1 to 8:
1 C -0.0332
2 C -0.4229
3 C -0.0267
4 O 0.0198
5 H 0.0813
6 H 0.0827
7 H 0.0820
8 H 0.0694